[1]
Computed, not measured: a molecular structure, C61H54CsP3SSeSi2Te, with ωB97M-V/def2-TZVPD.

Positions of all 124 atoms, in Å:
Cs (-1.6978, 0.3933, -1.9897)
C (0.4130, 5.1869, -0.3725)
C (1.0778, 4.5123, -1.3856)
C (1.2936, 3.1497, -1.2917)
C (0.8677, 2.4286, -0.1743)
C (0.1598, 3.1157, 0.8107)
C (-0.0575, 4.4785, 0.7194)
P (1.1836, 0.5976, -0.0617)
C (2.9291, 0.7876, -0.6100)
C (3.0968, 0.4648, -1.9585)
C (4.3147, 0.6382, -2.5855)
C (5.3970, 1.1207, -1.8646)
C (5.2561, 1.3853, -0.5129)
C (4.0340, 1.2193, 0.1136)
C (1.1777, 0.4536, 1.7475)
C (1.8876, 1.2749, 2.6166)
C (1.9219, 0.9837, 3.9703)
C (1.2671, -0.1400, 4.4420)
C (0.5023, -0.9093, 3.5796)
C (0.3857, -0.5877, 2.2378)
Si (-0.5688, -1.5887, 0.8861)
C (-0.0039, -3.2279, 1.7073)
C (-0.6335, -4.2254, 2.4340)
C (0.1062, -5.2590, 2.9906)
C (1.4813, -5.2917, 2.8338)
C (2.1274, -4.3013, 2.1070)
C (1.3792, -3.2819, 1.5466)
P (1.9806, -1.9458, 0.4411)
C (2.3244, -3.0647, -0.9577)
C (1.4226, -3.0674, -2.0126)
C (1.5457, -3.9829, -3.0434)
C (2.5887, -4.8912, -3.0443)
C (3.5070, -4.8805, -2.0064)
C (3.3693, -3.9870, -0.9621)
C (3.6915, -1.7952, 1.1064)
C (3.8408, -1.6833, 2.4886)
C (5.0817, -1.4766, 3.0603)
C (6.2056, -1.3680, 2.2564)
C (6.0664, -1.4382, 0.8792)
C (4.8228, -1.6267, 0.3067)
C (-2.4605, -1.6262, 1.1291)
C (-3.1457, -2.7447, 0.6698)
C (-4.5234, -2.7696, 0.5643)
C (-5.2651, -1.6413, 0.8846)
C (-4.6117, -0.5036, 1.3190)
C (-3.2301, -0.5002, 1.4531)
P (-2.3049, 0.9461, 2.0224)
C (-2.0592, 0.4368, 3.7687)
C (-2.3898, -0.8153, 4.2721)
C (-2.1583, -1.1151, 5.6022)
C (-1.5966, -0.1671, 6.4404)
C (-1.2947, 1.0950, 5.9513)
C (-1.5278, 1.3958, 4.6256)
C (-3.6063, 2.1620, 2.4824)
C (-3.5960, 3.4173, 1.8772)
C (-4.5079, 4.3879, 2.2753)
C (-5.4677, 4.0924, 3.2238)
C (-5.5042, 2.8324, 3.8055)
C (-4.5658, 1.8791, 3.4482)
H (0.2686, 6.2568, -0.4320)
H (1.4473, 5.0579, -2.2444)
H (1.8321, 2.6422, -2.0843)
H (-0.2107, 2.5758, 1.6730)
H (-0.5849, 4.9890, 1.5156)
H (2.2525, 0.0673, -2.5107)
H (4.4214, 0.3939, -3.6338)
H (6.3504, 1.2766, -2.3535)
H (6.1099, 1.7233, 0.0623)
H (3.9615, 1.4100, 1.1733)
H (2.3880, 2.1637, 2.2518)
H (2.4681, 1.6239, 4.6517)
H (1.3155, -0.4023, 5.4902)
H (-0.0212, -1.7703, 3.9687)
H (-1.7054, -4.2004, 2.5836)
H (-0.3908, -6.0404, 3.5576)
H (2.0553, -6.0984, 3.2725)
H (3.2022, -4.3348, 1.9923)
H (0.6175, -2.3449, -2.0346)
H (0.8280, -3.9582, -3.8497)
H (2.6924, -5.6048, -3.8527)
H (4.3352, -5.5792, -2.0057)
H (4.0885, -4.0021, -0.1546)
H (2.9663, -1.7750, 3.1200)
H (5.1718, -1.4037, 4.1379)
H (7.1822, -1.2241, 2.7014)
H (6.9396, -1.3398, 0.2460)
H (4.7214, -1.6652, -0.7700)
H (-2.5756, -3.6180, 0.3858)
H (-5.0291, -3.6641, 0.2155)
H (-6.3438, -1.6446, 0.7764)
H (-5.1772, 0.3906, 1.5367)
H (-2.8162, -1.5631, 3.6190)
H (-2.4054, -2.0982, 5.9814)
H (-1.3843, -0.4099, 7.4726)
H (-0.8699, 1.8437, 6.6074)
H (-1.2995, 2.3812, 4.2375)
H (-2.8312, 3.6509, 1.1514)
H (-4.4813, 5.3656, 1.8143)
H (-6.1878, 4.8451, 3.5219)
H (-6.2636, 2.5915, 4.5390)
H (-4.5756, 0.9073, 3.9281)
C (-1.3703, 0.4242, -7.5651)
Si (0.1632, -0.6597, -7.2384)
C (1.7305, 0.4232, -7.3820)
C (0.2830, -1.9408, -8.6531)
Se (0.0313, -1.6868, -5.2990)
H (-1.3674, 0.8686, -8.5559)
H (-1.4393, 1.2277, -6.8363)
H (-2.2629, -0.1871, -7.4746)
H (1.8350, 0.8675, -8.3685)
H (2.6076, -0.1894, -7.1945)
H (1.7179, 1.2260, -6.6510)
H (0.3438, -1.4766, -9.6338)
H (-0.5822, -2.5942, -8.6403)
H (1.1618, -2.5639, -8.5162)
Te (-4.7062, 2.2392, -0.9367)
C (-5.0804, 3.6811, -2.3816)
C (-4.7108, 3.7401, -3.6967)
C (-5.1963, 4.8632, -4.3965)
C (-5.9488, 5.6865, -3.6225)
S (-6.0615, 5.0724, -2.0056)
H (-4.1017, 2.9710, -4.1530)
H (-4.9966, 5.0549, -5.4413)
H (-6.4411, 6.6060, -3.8797)

ΔE to the lowest compared entry with this formula, charge and spin, kcal/mol: 23.7
Strongest force on any atom, eV Å⁻¹: 2.23
Total charge: -2
Gap between HOMO and LUMO, eV: 5.067
E_LUMO, eV: 3.530

Mulliken population analysis, charges in e, atoms 1 to 8: atom 1 (Cs): 1.502, atom 2 (C): -0.842, atom 3 (C): -0.665, atom 4 (C): -0.717, atom 5 (C): 1.103, atom 6 (C): 0.206, atom 7 (C): -0.727, atom 8 (P): 1.027

=====

[2]
Computed, not measured: a molecular structure, C61H54O2P2Pd, with ωB97M-V/def2-TZVPD.

Positions of all 120 atoms, in Å:
C (-2.7168, 3.0099, -6.4281)
C (-3.3745, 1.8001, -5.8233)
O (-2.3370, 0.9982, -5.2305)
C (-2.8443, -0.2018, -4.8146)
C (-1.8312, -1.2063, -4.6843)
C (-2.1401, -2.5659, -4.7663)
C (-3.4826, -3.0767, -4.6790)
C (-3.7340, -4.4367, -4.7602)
C (-2.6852, -5.3414, -4.9726)
C (-1.3637, -4.8753, -5.0211)
C (-1.0847, -3.5277, -4.8855)
O (-4.0588, -0.3162, -4.6021)
H (-3.4804, 3.6948, -6.8048)
H (-2.0887, 3.5332, -5.7018)
H (-2.0827, 2.7118, -7.2691)
H (-4.1171, 2.0724, -5.0604)
H (-3.8828, 1.2193, -6.6077)
H (-0.8082, -0.8798, -4.7455)
H (-4.2892, -2.3652, -4.5016)
H (-4.7571, -4.8031, -4.6570)
H (-2.8926, -6.4039, -5.0914)
H (-0.5412, -5.5762, -5.1595)
H (-0.0519, -3.1587, -4.8442)
C (-2.8960, -2.8904, -1.4225)
C (-2.8080, -1.5104, -1.6280)
C (-1.5790, -0.8598, -1.5105)
C (-0.4103, -1.5886, -1.2113)
C (0.8939, -0.9052, -0.9706)
C (2.1022, -1.7206, -0.8240)
C (3.3743, -1.3764, -1.2130)
C (3.7885, -0.0871, -1.7322)
C (4.8675, 0.5922, -1.1136)
C (5.3066, 1.8184, -1.5942)
C (4.7199, 2.3768, -2.7350)
C (3.6424, 1.7302, -3.3451)
C (3.1558, 0.5263, -2.8398)
Pd (0.7501, 0.0255, 0.9664)
P (0.1759, -1.0799, 2.8026)
C (0.6083, -2.8222, 2.5228)
C (-0.3535, -3.7757, 2.1616)
C (0.0325, -5.1039, 1.9742)
C (1.3700, -5.4806, 2.1386)
C (2.3353, -4.5187, 2.4501)
C (1.9596, -3.1879, 2.6264)
C (0.9720, -0.7227, 4.3933)
C (1.1010, -1.7295, 5.3711)
C (1.7486, -1.4557, 6.5782)
C (2.2637, -0.1755, 6.8176)
C (2.1342, 0.8312, 5.8527)
C (1.4925, 0.5567, 4.6447)
C (-1.6163, -1.0804, 3.0825)
C (-2.0959, -1.3728, 4.3693)
C (-3.4672, -1.4909, 4.5856)
C (-4.3656, -1.2242, 3.5448)
C (-3.8934, -0.8558, 2.2801)
C (-2.5198, -0.8143, 2.0369)
P (0.7469, 2.2731, 1.1002)
C (-0.2374, 2.7905, -0.3296)
C (-1.5240, 3.3354, -0.1730)
C (-2.3129, 3.5650, -1.3016)
C (-1.8721, 3.1683, -2.5674)
C (-0.6092, 2.5910, -2.7193)
C (0.2450, 2.4996, -1.6186)
C (0.0435, 2.9772, 2.6276)
C (0.7554, 3.9286, 3.3892)
C (0.2714, 4.3139, 4.6396)
C (-0.9036, 3.7544, 5.1458)
C (-1.6031, 2.7998, 4.4058)
C (-1.1568, 2.4430, 3.1348)
C (2.3757, 3.0385, 0.9045)
C (2.5364, 4.1753, 0.0917)
C (3.7387, 4.8793, 0.1227)
C (4.7812, 4.4519, 0.9504)
C (4.6523, 3.2729, 1.6912)
C (3.4631, 2.5468, 1.6487)
C (-0.5029, -2.9926, -1.1475)
C (-1.7425, -3.6283, -1.1788)
H (-3.8573, -3.3985, -1.5200)
H (-3.6962, -0.9525, -1.9313)
H (-1.5186, 0.2214, -1.6730)
H (1.0017, 0.0467, -1.5064)
H (1.9799, -2.6981, -0.3435)
H (4.1805, -2.0773, -0.9770)
H (5.3346, 0.1528, -0.2264)
H (6.1201, 2.3450, -1.0909)
H (5.0789, 3.3311, -3.1234)
H (3.1828, 2.1596, -4.2372)
H (2.3247, 0.0029, -3.3215)
H (-1.3978, -3.4744, 2.0364)
H (-0.7217, -5.8436, 1.7010)
H (1.6597, -6.5249, 2.0210)
H (3.3822, -4.7956, 2.5685)
H (2.7066, -2.4277, 2.8643)
H (0.7085, -2.7333, 5.1852)
H (1.8544, -2.2467, 7.3263)
H (2.7746, 0.0362, 7.7580)
H (2.5397, 1.8297, 6.0391)
H (1.3892, 1.3352, 3.8846)
H (-1.3895, -1.5218, 5.1901)
H (-3.8279, -1.7897, 5.5707)
H (-5.4379, -1.2997, 3.7252)
H (-4.5917, -0.6073, 1.4770)
H (-2.1467, -0.5833, 1.0365)
H (-1.8934, 3.5993, 0.8182)
H (-3.2863, 4.0432, -1.1946)
H (-2.5064, 3.3068, -3.4432)
H (-0.2790, 2.2277, -3.6933)
H (1.2782, 2.1716, -1.7556)
H (1.6847, 4.3587, 3.0054)
H (0.8277, 5.0463, 5.2235)
H (-1.2704, 4.0572, 6.1250)
H (-2.4954, 2.3235, 4.8107)
H (-1.7199, 1.7192, 2.5401)
H (1.7184, 4.5183, -0.5423)
H (3.8532, 5.7687, -0.4977)
H (5.7024, 5.0315, 1.0065)
H (5.4781, 2.9149, 2.3084)
H (3.3651, 1.5993, 2.1867)
H (0.4113, -3.5765, -1.0498)
H (-1.7908, -4.7124, -1.0470)

Strongest force on any atom, eV Å⁻¹: 2.29
Gap between HOMO and LUMO, eV: 3.030
E_LUMO, eV: -2.343

Mulliken population analysis, charges in e, atoms 1 to 8: atom 1 (C): -1.197, atom 2 (C): -0.261, atom 3 (O): -0.247, atom 4 (C): 0.278, atom 5 (C): -0.625, atom 6 (C): 1.097, atom 7 (C): -0.478, atom 8 (C): -0.654

=====

[3]
Computed, not measured: 11 unconnected molecules or ions with the total composition C61H63O5S2, with ωB97M-V/def2-TZVPD.

Positions of all 131 atoms, in Å:
C (2.9181, 2.1209, 3.7037)
S (1.5726, 0.9747, 3.2185)
O (1.3848, -0.0947, 4.1935)
O (1.8467, 0.5042, 1.8623)
S (-0.1955, 2.2075, 3.2746)
O (-1.3057, 1.5395, 2.6040)
O (0.1750, 3.5044, 2.6945)
O (-0.4887, 2.3941, 4.7395)
H (2.5546, 2.7602, 4.5408)
H (3.8588, 1.5904, 3.9495)
H (3.0668, 2.7876, 2.8207)
C (6.5324, 3.3857, 6.9395)
C (5.3071, 3.7915, 6.4255)
C (5.2590, 4.5773, 5.2809)
C (6.4363, 4.9495, 4.6443)
C (7.6615, 4.5405, 5.1565)
C (7.7103, 3.7623, 6.3062)
H (6.5694, 2.7755, 7.8341)
H (4.3883, 3.4955, 6.9178)
H (4.3034, 4.8988, 4.8840)
H (6.3982, 5.5585, 3.7482)
H (8.5800, 4.8295, 4.6590)
H (8.6665, 3.4479, 6.7081)
C (9.9812, 2.5383, 2.9271)
C (10.8932, 1.5416, 2.6035)
C (11.8411, 1.7615, 1.6125)
C (11.8836, 2.9825, 0.9508)
C (10.9743, 3.9805, 1.2764)
C (10.0204, 3.7576, 2.2613)
H (9.2394, 2.3654, 3.6983)
H (10.8642, 0.5917, 3.1241)
H (12.5480, 0.9814, 1.3558)
H (12.6260, 3.1557, 0.1808)
H (11.0082, 4.9334, 0.7612)
H (9.3080, 4.5345, 2.5111)
C (-3.1103, 0.8012, -2.1832)
C (-3.4131, -0.5244, -2.4731)
C (-3.2752, -1.4996, -1.4931)
C (-2.8435, -1.1468, -0.2192)
C (-2.5442, 0.1789, 0.0726)
C (-2.6737, 1.1517, -0.9110)
H (-3.2148, 1.5619, -2.9496)
H (-3.7563, -0.7978, -3.4655)
H (-3.5050, -2.5346, -1.7217)
H (-2.7400, -1.9060, 0.5471)
H (-2.2090, 0.4546, 1.0660)
H (-2.4349, 2.1837, -0.6843)
C (7.1154, 7.0378, -1.8041)
C (6.7861, 5.7216, -2.1029)
C (6.9186, 4.7346, -1.1346)
C (7.3714, 5.0656, 0.1359)
C (7.6972, 6.3822, 0.4360)
C (7.5734, 7.3680, -0.5349)
H (7.0149, 7.8069, -2.5607)
H (6.4263, 5.4647, -3.0921)
H (6.6679, 3.7073, -1.3696)
H (7.4701, 4.2967, 0.8927)
H (8.0491, 6.6408, 1.4287)
H (7.8325, 8.3940, -0.3021)
C (-6.4689, -3.2545, -2.5294)
C (-6.1791, -4.2148, -1.5686)
C (-6.6182, -5.5219, -1.7379)
C (-7.3392, -5.8704, -2.8735)
C (-7.6257, -4.9103, -3.8361)
C (-7.1943, -3.6012, -3.6623)
H (-6.1289, -2.2345, -2.3957)
H (-5.6109, -3.9436, -0.6863)
H (-6.3978, -6.2695, -0.9853)
H (-7.6777, -6.8911, -3.0080)
H (-8.1868, -5.1826, -4.7226)
H (-7.4221, -2.8504, -4.4102)
C (-1.8029, -0.6175, -5.8627)
C (-2.6105, -1.7079, -6.1607)
C (-2.6541, -2.2077, -7.4562)
C (-1.8823, -1.6227, -8.4524)
C (-1.0718, -0.5347, -8.1537)
C (-1.0350, -0.0293, -6.8601)
H (-1.7717, -0.2260, -4.8526)
H (-3.2074, -2.1686, -5.3821)
H (-3.2892, -3.0541, -7.6895)
H (-1.9126, -2.0155, -9.4620)
H (-0.4684, -0.0795, -8.9305)
H (-0.4070, 0.8225, -6.6284)
C (-1.4235, -3.4414, 7.2906)
C (-0.5133, -4.4410, 6.9704)
C (0.4309, -4.2267, 5.9732)
C (0.4709, -3.0090, 5.3031)
C (-0.4362, -2.0084, 5.6256)
C (-1.3863, -2.2257, 6.6163)
H (-2.1625, -3.6091, 8.0662)
H (-0.5400, -5.3883, 7.4977)
H (1.1374, -5.0091, 5.7183)
H (1.2093, -2.8386, 4.5290)
H (-0.4029, -1.0610, 5.1048)
H (-2.0972, -1.4465, 6.8637)
C (-7.8198, 0.1507, -2.7127)
C (-9.0464, 0.5291, -3.2439)
C (-9.0952, 1.3020, -4.3973)
C (-7.9157, 1.6885, -5.0247)
C (-6.6900, 1.3061, -4.4943)
C (-6.6419, 0.5406, -3.3360)
H (-7.7813, -0.4495, -1.8114)
H (-9.9653, 0.2218, -2.7582)
H (-10.0521, 1.6030, -4.8085)
H (-7.9530, 2.2876, -5.9275)
H (-5.7704, 1.6056, -4.9841)
H (-5.6863, 0.2467, -2.9191)
C (-9.7944, -0.2549, -10.1559)
C (-11.1792, -0.3643, -10.1754)
C (-11.9055, -0.2075, -9.0017)
C (-11.2472, 0.0682, -7.8096)
C (-9.8629, 0.1813, -7.7906)
C (-9.1360, 0.0156, -8.9628)
H (-9.2278, -0.3806, -11.0710)
H (-11.6930, -0.5729, -11.1066)
H (-12.9852, -0.2994, -9.0160)
H (-11.8140, 0.1952, -6.8946)
H (-9.3494, 0.3979, -6.8614)
H (-8.0557, 0.0984, -8.9465)
C (5.2157, -6.9407, 6.4312)
C (4.3968, -5.8210, 6.3543)
C (3.8235, -5.2984, 7.5064)
C (4.0769, -5.8902, 8.7376)
C (4.8987, -7.0077, 8.8151)
C (5.4649, -7.5358, 7.6617)
H (5.6601, -7.3500, 5.5316)
H (4.2044, -5.3553, 5.3949)
H (3.1794, -4.4292, 7.4450)
H (3.6333, -5.4797, 9.6368)
H (5.0975, -7.4683, 9.7760)
H (6.1016, -8.4106, 7.7216)

Strongest force on any atom, eV Å⁻¹: 5.81
Total charge: -1
Gap between HOMO and LUMO, eV: 8.175
E_LUMO, eV: 1.893

Mulliken population analysis, charges in e, atoms 1 to 8: atom 1 (C): -1.021, atom 2 (S): 0.982, atom 3 (O): -0.561, atom 4 (O): -0.663, atom 5 (S): 0.951, atom 6 (O): -0.603, atom 7 (O): -0.648, atom 8 (O): -0.640